(1)
15
Properties=species:S:1:pos:R:3:mulliken_charge:R:1 method="wB97M-V/def2-TZVPD" total_charge=0 e_above_lowest_kcal_mol=96.37 total_energy_ev=-9302.214 e_homo_ev=-9.33
N -1.85617 -0.16015 -0.26415 -0.7005
C -0.64721 -0.47702 0.49179 0.4883
C 0.46506 -1.01167 -0.43769 -0.7455
C 1.35583 0.19811 -0.75376 -0.4512
O 1.49898 0.81363 0.52532 -0.5142
C -0.11825 0.83286 1.01707 0.0912
N -0.32042 1.99239 1.29651 -0.7323
H -2.41230 -0.99970 -0.38974 0.2422
H -2.42192 0.50800 0.25125 0.2559
H -0.81263 -1.16571 1.33410 0.2642
H 0.03387 -1.46035 -1.33747 0.3581
H 1.06189 -1.76561 0.08640 0.2993
H 0.85580 0.87753 -1.45693 0.2824
H 2.33510 -0.08535 -1.14800 0.3652
H 0.98237 1.90305 0.78531 0.4969

(2)
15
Properties=species:S:1:pos:R:3:mulliken_charge:R:1 method="wB97M-V/def2-TZVPD" total_charge=0 e_above_lowest_kcal_mol=66.12 total_energy_ev=-9303.526 e_homo_ev=-8.77
O 2.63631 -0.55586 0.24946 -0.6007
C 1.49487 -0.39094 -0.12740 0.4073
N 0.76800 -1.53456 -0.63790 -0.0395
C -0.07204 -1.68534 -1.64907 -0.3334
C -1.30169 0.30398 1.06551 -1.0145
C -0.57809 1.10421 -0.01423 -0.5196
N 0.85749 0.81157 -0.11175 -0.1450
H 1.14736 -2.37694 -0.21145 0.2250
H -0.25636 -0.66422 -2.04427 0.1766
H -1.28371 -0.76284 0.84041 0.3042
H -0.84200 0.47155 2.04446 0.2990
H -2.34984 0.61547 1.11661 0.3630
H -0.63620 2.17187 0.21967 0.3896
H -1.06553 0.97000 -0.98505 0.2192
H 1.48143 1.52205 0.24501 0.2687

(3)
15
Properties=species:S:1:pos:R:3:mulliken_charge:R:1 method="wB97M-V/def2-TZVPD" total_charge=0 e_above_lowest_kcal_mol=127.36 total_energy_ev=-9300.870 e_homo_ev=-7.78
N 1.33290 -0.27875 -1.35583 -0.3637
C 0.71913 -0.77391 0.01499 0.4987
O 0.72666 -1.95971 0.18691 -0.5461
C 0.58821 0.36789 1.03357 -0.6070
N -0.65581 1.05194 0.74044 -0.4259
C -1.74892 0.08007 0.73886 -0.1475
C -1.08859 0.39474 -0.54869 -0.6756
H 1.56082 -1.09106 -1.92927 0.3102
H 2.11772 0.37099 -1.28754 0.3286
H 0.62398 -0.06010 2.04231 0.3222
H 1.43998 1.05680 0.92099 0.3403
H -1.57550 -0.89247 1.20711 0.1413
H -2.71492 0.51727 0.98797 0.2531
H 0.35468 0.14586 -1.57203 0.3494
H -1.68036 1.07043 -1.17978 0.2221

(4)
15
Properties=species:S:1:pos:R:3:mulliken_charge:R:1 method="wB97M-V/def2-TZVPD" total_charge=0 e_above_lowest_kcal_mol=75.01 total_energy_ev=-9303.140 e_homo_ev=-9.57
C -1.51485 -0.42854 -1.32253 -0.2656
C 1.20230 0.86342 1.37663 -0.9338
C 0.95462 -1.13552 -0.00972 -0.9172
C -0.80007 0.60162 0.01324 0.8408
N -2.51522 0.10889 -1.94904 -0.5913
N 0.36705 0.07481 0.46044 0.0165
O -1.37581 1.58126 0.33853 -0.5732
H 1.56440 0.23389 2.24502 0.3050
H 2.17207 1.26739 0.92755 0.2897
H 0.54154 1.64878 1.72730 0.3210
H 1.86065 -1.57303 0.55418 0.2900
H 0.09638 -1.78637 -0.19988 0.3083
H 1.48905 -0.96979 -0.88766 0.3725
H -1.37436 -1.49242 -1.82818 0.2344
H -2.66773 1.00561 -1.44590 0.3029

(5)
15
Properties=species:S:1:pos:R:3:mulliken_charge:R:1 method="wB97M-V/def2-TZVPD" total_charge=0 e_above_lowest_kcal_mol=41.70 total_energy_ev=-9304.585 smiles=Cc1cnc[nH]1.O e_homo_ev=-8.28
C 0.05946 1.43644 1.24760 -1.1144
C 0.38053 0.52394 0.09679 0.4201
C 0.78993 0.96391 -1.14938 -0.2101
N 1.28327 -0.06071 -1.85848 -0.6467
C 1.16159 -1.19782 -1.09215 -0.2489
N 0.47163 -0.89272 0.05524 -0.1090
H -0.66557 1.07987 2.08719 0.2524
H -0.24950 2.39325 0.89732 0.3476
H 1.01004 1.53694 1.73001 0.2906
H 0.60241 2.01508 -1.45982 0.3252
H 1.36619 -2.20668 -1.31889 0.3961
H 0.32770 -1.31567 0.98395 0.3005
H -3.69706 -0.33408 1.31961 0.3135
H -2.43598 -1.16586 0.83705 0.3326
O -2.86145 -0.71096 1.61613 -0.6496

(6)
15
Properties=species:S:1:pos:R:3:mulliken_charge:R:1 method="wB97M-V/def2-TZVPD" total_charge=0 e_above_lowest_kcal_mol=39.82 total_energy_ev=-9304.667 smiles="NC(=O)CN1CC1" e_homo_ev=-9.29
N 1.75175 0.03693 -1.30737 -0.3358
C 1.85328 -0.46115 -0.04754 0.2841
O 2.86826 -0.93407 0.43220 -0.6292
C 0.54118 -0.41619 0.74393 -0.2545
N -0.44437 0.39322 0.04801 -0.2361
C -1.65752 0.85848 0.67312 -0.3541
C -1.69907 -0.15583 -0.41420 -0.5245
H 2.59900 0.16668 -1.83581 0.2352
H 0.93463 0.59091 -1.52305 0.2509
H 0.22454 -1.45598 0.92350 0.2994
H 0.77690 0.02128 1.71974 0.2912
H -1.90388 0.51819 1.67912 0.2696
H -1.89913 1.89835 0.46882 0.2422
H -1.96161 -1.17521 -0.13172 0.2360
H -1.98396 0.11441 -1.42875 0.2256

(7)
15
Properties=species:S:1:pos:R:3:mulliken_charge:R:1 method="wB97M-V/def2-TZVPD" total_charge=0 e_above_lowest_kcal_mol=108.26 total_energy_ev=-9301.699 e_homo_ev=-8.15
C -1.76127 2.08518 -1.81689 0.0776
C 0.65255 0.95901 0.18754 -0.2929
C -0.25392 -1.12038 1.21451 -0.9433
C 1.28209 -1.07346 -0.71339 -0.9119
N -0.93483 2.08665 -2.57055 -0.3152
N 0.75332 -0.32333 0.43714 0.1558
O -0.04075 1.77757 0.98491 -0.2214
H -2.47985 1.93844 -1.02322 0.2423
H -0.51335 1.42508 1.81469 0.2474
H -0.86161 -1.75854 0.63283 0.2891
H 0.29972 -1.79596 1.85288 0.3159
H -0.80420 -0.52715 1.89211 0.3230
H 2.20005 -1.69190 -0.40254 0.3158
H 0.64100 -1.70786 -1.28844 0.3095
H 1.82104 -0.27335 -1.20161 0.4083

(8)
15
Properties=species:S:1:pos:R:3:mulliken_charge:R:1 method="wB97M-V/def2-TZVPD" total_charge=0 e_above_lowest_kcal_mol=106.10 total_energy_ev=-9301.792 smiles=ON1C[C@@H]2N[C@@H]2C1 e_homo_ev=-8.11
C -0.08516 -1.34214 -0.06320 -0.1830
C 1.21496 -0.44637 -0.39661 -0.0983
C -1.08300 -0.38321 0.56269 -0.5962
C 0.89247 0.97017 -0.12015 -0.6405
N -0.36530 0.84717 0.80389 -0.0987
N 0.34073 -1.03583 -1.37808 -0.5710
O -1.07792 1.96666 1.20986 -0.4080
H -1.45393 2.38921 0.41494 0.3184
H 0.71467 -1.78772 -1.94587 0.2434
H -0.11214 -2.37854 0.24832 0.4227
H 2.16200 -0.86230 -0.08115 0.4150
H -1.89563 -0.21683 -0.16280 0.2678
H -1.50031 -0.75537 1.50048 0.3401
H 1.65666 1.51662 0.43021 0.3039
H 0.59190 1.51846 -1.02253 0.2842

In the order shown, the computed lowest unoccupied orbital energy values come out to 0.9 0.6 0.5 0.7 0.6 1.0 0.5 1.1 eV.